Entry 1:
Molecular formula: C26H28BrGdN2O2Se2
Method: DFT, wB97M-V/def2-TZVPD

Values from the calculation:
⟨S²⟩: 16.096
Multiplicity: 8
Net charge: +2
HOMO-LUMO gap (alpha / beta) (eV): 6.71 / 6.32
LUMO energy (alpha / beta) (eV): -6.30 / -6.56

Each line ends with the Mulliken spin population.
Geometry (Å):
Gd: 12.8783 -13.9371 4.0531  6.605
Br: 13.9093 -16.8154 4.1868  0.002
C: 13.8266 -16.6553 2.2988  0.026
C: 13.6211 -17.7947 1.5582  -0.003
C: 13.7661 -17.8528 0.1783  0.005
C: 14.0649 -16.7292 -0.5505  -0.006
C: 14.3166 -15.4730 0.0981  0.007
C: 14.7556 -14.3351 -0.6290  -0.020
C: 14.9091 -13.1724 0.1143  0.023
C: 14.8388 -13.1915 1.4980  0.020
C: 14.3579 -14.2679 2.1832  0.339
C: 14.1453 -15.4732 1.5988  -0.069
H: 13.1925 -18.7247 2.0431  0.000
H: 13.6447 -18.8308 -0.2869  0.000
H: 14.1143 -16.7634 -1.5958  0.001
H: 14.8867 -14.3380 -1.6780  0.000
H: 15.1005 -12.1824 -0.4058  0.003
H: 14.9877 -12.2688 2.0819  0.010
O: 6.1574 -11.9443 2.6934  0.000
C: 6.3021 -13.1058 3.5045  0.000
C: 7.7342 -13.5478 3.3306  0.002
C: 8.0965 -14.8616 3.5869  -0.002
C: 9.4757 -15.1689 3.6899  -0.003
N: 10.4650 -14.2318 3.6420  0.026
C: 10.0793 -12.9827 3.1214  0.006
C: 8.7399 -12.5898 3.1375  -0.005
C: 11.0327 -12.0019 2.6798  0.009
C: 10.8422 -11.2393 1.5159  0.001
C: 11.8294 -10.2756 1.1555  -0.002
C: 11.7161 -9.5056 -0.1506  -0.001
O: 11.4799 -10.3998 -1.2488  0.000
C: 12.7858 -9.9179 2.1607  0.002
C: 12.9037 -10.6614 3.2983  -0.001
N: 12.1928 -11.8187 3.4430  0.029
H: 5.1772 -11.7940 2.5829  0.000
H: 5.7700 -13.9657 3.1234  0.000
H: 6.1021 -12.8485 4.5022  0.000
H: 7.4163 -15.7038 3.7733  0.000
H: 9.7530 -16.2307 3.8557  -0.001
H: 8.3712 -11.6275 2.7673  0.000
H: 9.9132 -11.3351 0.9336  0.000
H: 12.6312 -8.8918 -0.2652  0.000
H: 10.9141 -8.8002 -0.0353  0.000
H: 11.5849 -9.7882 -2.0260  0.000
H: 13.3531 -8.9782 2.1384  0.000
H: 13.6089 -10.3321 4.1129  0.000
C: 16.7300 -14.4941 6.0730  -0.001
Se: 15.4710 -12.9932 5.4542  0.001
C: 14.7007 -12.5457 7.1729  0.005
C: 13.8856 -13.5829 7.8870  -0.003
Se: 12.0659 -14.1787 6.9818  -0.008
C: 11.0245 -12.5489 7.2839  0.000
H: 17.3083 -14.1428 6.9191  0.000
H: 17.3777 -14.7434 5.1981  0.000
H: 16.2198 -15.4473 6.3514  0.000
H: 14.0370 -11.7097 6.9172  0.001
H: 15.5802 -12.2051 7.8281  -0.001
H: 13.7616 -13.2765 8.9894  0.000
H: 14.3456 -14.5700 7.7668  0.001
H: 10.6905 -12.6079 8.3418  0.000
H: 10.1418 -12.5876 6.6364  0.000
H: 11.6638 -11.6327 7.1781  0.000

Entry 2:
Molecular formula: C26H28Cl2N2OPPd
Method: DFT, wB97M-V/def2-TZVPD

Values from the calculation:
⟨S²⟩: 2.023
Multiplicity: 3
Net charge: +1
HOMO-LUMO gap (alpha / beta) (eV): 5.96 / 6.27
LUMO energy (alpha / beta) (eV): -3.27 / -4.45

Each line ends with the Mulliken spin population.
Geometry (Å):
Pd: -0.8380 -0.0235 0.7334  0.706
O: -2.6081 -1.7146 0.3109  0.212
C: -1.6012 -1.6550 -0.3461  0.063
C: -0.7272 -2.3706 -1.1449  0.174
C: -1.2004 -3.5059 -1.8664  0.118
C: -0.3831 -4.1462 -2.7582  -0.017
C: 0.9297 -3.7162 -2.9845  0.082
C: 1.4173 -2.6140 -2.3027  -0.045
C: 0.6170 -1.9379 -1.3946  0.208
P: 1.1213 -0.4669 -0.4973  0.159
C: 2.8135 -0.0879 -1.0330  -0.008
C: 3.0005 0.7658 -2.1160  0.026
C: 4.2731 0.9710 -2.6155  0.008
C: 5.3558 0.3292 -2.0349  0.003
C: 5.1674 -0.5203 -0.9536  0.001
C: 3.8996 -0.7260 -0.4433  0.012
C: 1.3496 -1.0093 1.2510  -0.058
C: 1.5796 0.0081 2.1973  0.073
C: 1.7886 -0.3132 3.5249  -0.027
C: 1.7418 -1.6391 3.9337  0.047
C: 1.4864 -2.6456 3.0128  -0.019
C: 1.2815 -2.3401 1.6765  0.053
H: -2.2043 -3.8490 -1.6840  0.007
H: -0.7545 -5.0034 -3.2996  -0.001
H: 1.5588 -4.2446 -3.6838  0.006
H: 2.4290 -2.2720 -2.4758  0.007
H: 2.1479 1.2546 -2.5680  0.005
H: 4.4222 1.6218 -3.4648  0.000
H: 6.3497 0.4868 -2.4259  0.000
H: 6.0102 -1.0339 -0.5155  0.001
H: 3.7472 -1.3899 0.3968  0.000
H: 1.6499 1.0420 1.8581  0.017
H: 1.9911 0.4676 4.2440  0.000
H: 1.9185 -1.8876 4.9684  0.002
H: 1.4559 -3.6745 3.3365  -0.001
H: 1.0973 -3.1284 0.9563  0.007
C: -2.3110 1.4478 -1.6843  -0.026
C: -3.0578 2.7190 -2.1991  0.013
N: -3.3284 3.5896 -1.0807  0.001
C: -2.0964 4.0199 -0.4671  0.009
C: -1.3299 2.7646 0.0578  -0.004
N: -2.1235 1.5734 -0.2411  0.152
C: -3.4254 1.6562 0.4133  0.000
C: -4.1693 2.9232 -0.1165  0.009
H: -1.3320 1.3427 -2.1617  0.000
H: -2.8915 0.5437 -1.8863  -0.005
H: -4.0054 2.4559 -2.6710  -0.001
H: -2.4537 3.2629 -2.9272  -0.001
H: -2.3280 4.7092 0.3464  0.000
H: -1.5033 4.5573 -1.2090  -0.002
H: -1.1773 2.8244 1.1429  0.004
H: -0.3563 2.6693 -0.4371  0.006
H: -3.2801 1.7181 1.4953  0.002
H: -3.9881 0.7455 0.1902  0.000
H: -4.3899 3.6173 0.6963  -0.001
H: -5.1093 2.6546 -0.5999  0.000
Cl: -2.8621 -0.1440 5.7383  0.004
C: -1.3755 -0.1683 4.7682  0.014
Cl: -1.7657 -0.1423 3.0480  0.009
H: -0.8324 -1.0878 4.9826  -0.003
H: -0.7921 0.7195 5.0065  0.000

Entry 3:
Molecular formula: C26H28ClNO
Method: DFT, wB97M-V/def2-TZVPD

Values from the calculation:
SMILES: CCN(CC)CCOc1ccc(/C(=C(/Cl)c2ccccc2)c2ccccc2)cc1
Net charge: 0
HOMO-LUMO gap (eV): 8.16
LUMO energy (eV): 0.46

Each line ends with the Mulliken charge.
Geometry (Å):
C: -4.3948 -4.3159 -0.5721  -1.006
H: -5.3971 -3.9587 -0.3518  0.226
H: -4.4587 -5.0022 -1.4137  0.417
H: -3.7756 -3.4724 -0.8665  0.265
C: -3.7878 -5.0452 0.6339  -0.663
N: -3.4599 -4.2517 1.8006  0.151
C: -2.3820 -3.3110 1.5845  -0.521
H: -1.5987 -3.8326 1.0262  0.364
C: -1.7574 -2.8477 2.9099  -0.786
O: -0.4151 -2.4373 2.7531  -0.460
C: -0.1268 -1.3394 2.0034  0.637
C: 1.2224 -1.1632 1.6845  -0.758
C: 1.6280 -0.1173 0.8875  -0.281
C: 0.6987 0.7882 0.3735  -0.310
C: -0.6324 0.6522 0.7569  -0.780
C: -1.0458 -0.3939 1.5602  -0.290
H: -2.0865 -0.4586 1.8330  0.410
H: -1.3623 1.3650 0.4018  0.540
C: 1.0895 1.8799 -0.5311  -0.413
C: 2.0005 1.7043 -1.5030  1.078
C: 2.6022 0.4312 -1.9104  0.292
C: 3.9703 0.3314 -2.1518  -0.321
C: 4.5265 -0.8728 -2.5395  -0.651
C: 3.7251 -1.9897 -2.7050  -0.422
C: 2.3598 -1.8941 -2.4877  -0.768
C: 1.7985 -0.6937 -2.0971  -0.045
H: 0.7336 -0.6175 -1.9385  0.490
H: 1.7287 -2.7585 -2.6286  0.418
H: 4.1613 -2.9297 -3.0074  0.395
H: 5.5906 -0.9396 -2.7143  0.387
H: 4.5962 1.2022 -2.0229  0.437
Cl: 2.5668 3.0758 -2.4206  -0.200
C: 0.4211 3.1753 -0.2999  -0.699
C: -0.2596 3.8184 -1.3290  -0.086
C: -0.9089 5.0173 -1.0959  -0.809
C: -0.8819 5.5890 0.1651  -0.359
C: -0.2120 4.9512 1.1961  -0.758
C: 0.4286 3.7471 0.9690  -0.020
H: 0.9502 3.2456 1.7719  0.442
H: -0.1919 5.3924 2.1824  0.391
H: -1.3850 6.5276 0.3443  0.392
H: -1.4389 5.5050 -1.9005  0.385
H: -0.2908 3.3677 -2.3105  0.491
H: 2.6749 0.0026 0.6574  0.532
H: 1.9350 -1.8737 2.0732  0.476
H: -1.7027 -3.7017 3.5888  0.346
H: -2.3504 -2.0574 3.3844  0.273
H: -2.6869 -2.4376 0.9875  0.424
C: -4.5767 -3.7675 2.5894  -0.744
C: -5.1928 -2.4163 2.2038  -0.801
H: -6.0554 -2.2283 2.8387  0.413
H: -5.5193 -2.4032 1.1684  0.189
H: -4.4844 -1.6052 2.3512  0.152
H: -5.3521 -4.5355 2.5455  0.432
H: -4.2387 -3.7030 3.6294  0.328
H: -2.8597 -5.5312 0.3151  0.390
H: -4.4755 -5.8309 0.9576  0.388